# 1
{
  "formula": "C51H123N15O11P2",
  "method": "ωB97M-V/def2-TZVPD",
  "species": ["C", "N", "C", "P", "O", "N", "C", "C", "N", "C", "C", "H", "H", "H", "H", "H", "H", "H", "H", "H", "H", "H", "H", "H", "H", "H", "H", "H", "H", "C", "N", "C", "P", "O", "N", "C", "C", "N", "C", "C", "H", "H", "H", "H", "H", "H", "H", "H", "H", "H", "H", "H", "H", "H", "H", "H", "H", "H", "C", "C", "C", "C", "C", "C", "C", "C", "C", "N", "O", "H", "H", "H", "H", "H", "H", "H", "H", "H", "H", "H", "H", "H", "H", "H", "H", "H", "H", "H", "C", "C", "C", "C", "C", "C", "C", "C", "C", "N", "O", "H", "H", "H", "H", "H", "H", "H", "H", "H", "H", "H", "H", "H", "H", "H", "H", "H", "H", "H", "C", "N", "C", "C", "O", "H", "H", "H", "H", "H", "H", "H", "C", "N", "C", "C", "O", "H", "H", "H", "H", "H", "H", "H", "C", "N", "C", "C", "O", "H", "H", "H", "H", "H", "H", "H", "C", "N", "C", "C", "O", "H", "H", "H", "H", "H", "H", "H", "C", "N", "C", "C", "O", "H", "H", "H", "H", "H", "H", "H", "C", "N", "C", "C", "O", "H", "H", "H", "H", "H", "H", "H", "C", "N", "C", "C", "O", "H", "H", "H", "H", "H", "H", "H"],
  "coordinates": [[-0.35, 7.32, -8.68], [-0.53, 8.01, -7.39], [-1.76, 8.79, -7.29], [0.83, 8.17, -6.34], [2.02, 7.38, -6.73], [1.11, 9.81, -6.28], [0.12, 10.83, -5.64], [2.01, 10.49, -7.24], [0.18, 7.82, -4.82], [0.82, 8.28, -3.55], [-0.76, 6.69, -4.72], [0.01, 7.95, -9.49], [-1.25, 6.84, -9.05], [0.35, 6.51, -8.48], [-2.55, 8.32, -7.87], [-1.67, 9.77, -7.76], [-2.05, 8.94, -6.25], [0.68, 11.75, -5.52], [-0.64, 11.11, -6.36], [-0.26, 10.43, -4.70], [1.57, 10.40, -8.23], [2.18, 11.55, -7.05], [2.93, 9.92, -7.36], [1.26, 9.27, -3.72], [0.13, 8.33, -2.71], [1.50, 7.45, -3.40], [-1.61, 6.97, -4.10], [-0.19, 5.79, -4.47], [-1.16, 6.43, -5.70], [-8.74, -10.67, -2.48], [-7.70, -11.59, -2.16], [-6.69, -11.78, -3.17], [-7.21, -11.61, -0.57], [-8.30, -11.68, 0.44], [-6.12, -12.99, -0.43], [-6.55, -14.32, -0.83], [-5.11, -13.09, 0.65], [-6.29, -10.17, -0.38], [-4.98, -9.86, -0.96], [-6.93, -9.14, 0.46], [-9.44, -10.56, -1.64], [-9.36, -11.06, -3.28], [-8.28, -9.73, -2.79], [-7.18, -12.15, -4.07], [-5.98, -12.54, -2.84], [-6.16, -10.85, -3.35], [-6.80, -15.01, -0.02], [-7.45, -14.31, -1.44], [-5.76, -14.81, -1.39], [-4.35, -13.85, 0.47], [-4.52, -12.18, 0.77], [-5.70, -13.36, 1.53], [-5.15, -8.97, -1.57], [-4.20, -9.61, -0.25], [-4.63, -10.68, -1.59], [-7.18, -9.41, 1.49], [-7.90, -8.93, 0.01], [-6.33, -8.23, 0.50], [-8.01, -1.62, -2.83], [-7.91, -0.11, -3.35], [-6.48, 0.38, -3.17], [-8.21, -0.18, -4.88], [-8.49, 1.14, -5.57], [-9.60, 1.84, -4.82], [-9.34, 2.02, -3.28], [-8.42, 3.26, -3.17], [-10.75, 2.43, -2.71], [-8.92, 0.76, -2.70], [-8.76, 0.89, -1.31], [-7.21, -2.13, -3.37], [-7.76, -1.58, -1.77], [-8.96, -2.12, -3.01], [-6.14, 1.04, -3.97], [-6.40, 0.86, -2.19], [-5.83, -0.49, -3.18], [-7.40, -0.78, -5.31], [-9.04, -0.84, -5.11], [-7.59, 1.74, -5.48], [-8.82, 1.10, -6.61], [-10.50, 1.22, -4.90], [-9.77, 2.76, -5.37], [-9.00, 4.13, -3.49], [-7.40, 3.09, -3.52], [-8.22, 3.51, -2.12], [-11.19, 3.24, -3.30], [-10.68, 2.71, -1.66], [-11.48, 1.63, -2.81], [-9.52, 0.40, -0.96], [9.26, 4.34, -2.68], [7.92, 4.95, -2.39], [6.79, 4.11, -2.99], [7.71, 5.07, -0.85], [8.40, 6.24, -0.17], [8.14, 7.56, -0.89], [8.40, 7.54, -2.47], [7.67, 8.84, -3.03], [9.87, 7.73, -2.76], [7.79, 6.32, -3.04], [7.97, 6.25, -4.43], [10.05, 4.95, -2.24], [9.28, 3.33, -2.27], [9.50, 4.33, -3.75], [6.52, 3.38, -2.23], [5.92, 4.77, -3.00], [7.04, 3.55, -3.89], [6.65, 4.94, -0.61], [8.37, 4.27, -0.54], [7.99, 6.25, 0.84], [9.47, 6.06, -0.08], [8.69, 8.32, -0.34], [7.10, 7.77, -0.64], [8.01, 9.69, -2.44], [6.58, 8.80, -2.94], [7.94, 8.88, -4.09], [10.18, 8.57, -2.15], [10.23, 7.91, -3.77], [10.45, 6.88, -2.39], [7.08, 6.27, -4.80], [7.75, -4.45, -4.99], [6.36, -4.88, -4.80], [6.13, -6.25, -5.35], [5.49, -4.19, -4.06], [4.36, -4.60, -3.74], [7.78, -4.02, -5.99], [8.56, -5.17, -4.94], [7.99, -3.53, -4.46], [5.17, -6.29, -5.87], [6.97, -6.60, -5.96], [6.12, -6.94, -4.50], [5.76, -3.17, -3.76], [-6.47, 4.12, 3.94], [-5.10, 3.68, 4.03], [-4.95, 2.26, 4.37], [-4.13, 4.44, 3.48], [-4.24, 5.58, 3.27], [-6.96, 3.66, 4.79], [-6.92, 3.76, 3.01], [-6.54, 5.21, 3.97], [-3.90, 2.08, 4.61], [-5.65, 1.83, 5.08], [-5.17, 1.76, 3.43], [-3.18, 3.90, 3.30], [7.10, -5.25, 4.51], [8.13, -5.03, 3.54], [7.64, -4.53, 2.24], [9.46, -5.29, 3.78], [10.39, -4.85, 3.13], [6.21, -5.70, 4.07], [6.72, -4.35, 4.98], [7.53, -5.96, 5.22], [8.44, -4.09, 1.65], [7.08, -5.28, 1.67], [6.97, -3.70, 2.43], [9.43, -5.71, 4.80], [0.82, -6.71, 8.90], [-0.67, -6.81, 9.02], [-1.20, -8.12, 8.75], [-1.49, -5.82, 9.38], [-2.70, -6.01, 9.34], [1.39, -7.00, 9.78], [1.04, -5.71, 8.51], [1.12, -7.39, 8.11], [-2.29, -8.17, 8.69], [-1.01, -8.44, 7.73], [-0.83, -8.89, 9.42], [-1.01, -4.84, 9.59], [-2.73, 3.30, 11.92], [-1.57, 2.50, 11.66], [-1.19, 1.56, 12.72], [-1.01, 2.56, 10.45], [-0.21, 1.73, 10.09], [-3.51, 2.59, 12.20], [-3.11, 3.79, 11.03], [-2.61, 3.96, 12.78], [-1.09, 2.18, 13.61], [-2.04, 0.89, 12.89], [-0.31, 0.98, 12.43], [-1.36, 3.41, 9.85], [0.63, -0.42, 0.22], [0.96, -1.09, 1.48], [1.46, -0.31, 2.62], [0.84, -2.47, 1.66], [1.32, -3.09, 2.65], [1.54, 0.13, 0.00], [-0.12, 0.35, 0.43], [0.36, -1.10, -0.59], [1.84, -0.92, 3.44], [2.32, 0.31, 2.37], [0.66, 0.30, 3.04], [0.47, -2.99, 0.76], [7.35, 1.01, 6.88], [8.65, 0.40, 7.21], [9.71, 0.91, 6.34], [8.91, -0.43, 8.22], [10.04, -0.72, 8.61], [7.22, 1.89, 7.51], [6.42, 0.46, 7.02], [7.35, 1.29, 5.82], [10.60, 0.75, 6.96], [9.71, 0.21, 5.51], [9.81, 1.97, 6.09], [7.97, -0.73, 8.70]],
  "orbital_gap_ev": 8.21
}

# 2
{
  "formula": "C51H123N9O25P4",
  "method": "ωB97M-V/def2-TZVPD",
  "species": ["C", "O", "N", "C", "C", "H", "H", "H", "H", "H", "H", "H", "C", "O", "N", "C", "C", "H", "H", "H", "H", "H", "H", "H", "C", "O", "N", "C", "C", "H", "H", "H", "H", "H", "H", "H", "C", "O", "N", "C", "C", "H", "H", "H", "H", "H", "H", "H", "C", "O", "N", "C", "C", "H", "H", "H", "H", "H", "H", "H", "C", "O", "N", "C", "C", "H", "H", "H", "H", "H", "H", "H", "C", "O", "N", "C", "C", "H", "H", "H", "H", "H", "H", "H", "C", "O", "N", "C", "C", "H", "H", "H", "H", "H", "H", "H", "C", "O", "N", "C", "C", "H", "H", "H", "H", "H", "H", "H", "C", "C", "O", "P", "O", "O", "C", "C", "O", "C", "C", "H", "H", "H", "H", "H", "H", "H", "H", "H", "H", "H", "H", "H", "H", "H", "C", "C", "O", "P", "O", "O", "C", "C", "O", "C", "C", "H", "H", "H", "H", "H", "H", "H", "H", "H", "H", "H", "H", "H", "H", "H", "C", "C", "O", "P", "O", "O", "C", "C", "O", "C", "C", "H", "H", "H", "H", "H", "H", "H", "H", "H", "H", "H", "H", "H", "H", "H", "C", "C", "O", "P", "O", "O", "C", "C", "O", "C", "C", "H", "H", "H", "H", "H", "H", "H", "H", "H", "H", "H", "H", "H", "H", "H"],
  "coordinates": [[-3.55, -4.71, 0.50], [-2.55, -4.80, -0.21], [-3.71, -3.83, 1.48], [-4.93, -3.72, 2.22], [-2.63, -2.92, 1.83], [-4.45, -5.32, 0.29], [-5.65, -4.48, 1.93], [-5.49, -2.86, 1.85], [-4.90, -3.70, 3.31], [-2.07, -3.08, 2.75], [-1.90, -2.74, 1.04], [-2.99, -1.89, 1.85], [5.21, 4.54, -2.96], [6.38, 4.91, -3.22], [4.64, 4.63, -1.74], [3.29, 4.10, -1.53], [5.39, 5.01, -0.61], [4.55, 4.06, -3.70], [3.27, 3.22, -0.89], [2.74, 3.93, -2.46], [2.74, 4.84, -0.95], [4.79, 5.66, 0.03], [5.62, 4.13, -0.01], [6.30, 5.53, -0.91], [2.50, 2.47, 3.64], [2.61, 1.36, 4.12], [2.83, 2.80, 2.39], [2.52, 4.15, 1.83], [3.41, 1.89, 1.41], [2.02, 3.32, 4.16], [2.21, 4.99, 2.46], [1.64, 4.15, 1.18], [3.41, 4.45, 1.28], [2.58, 1.84, 0.71], [4.26, 2.30, 0.87], [3.53, 0.90, 1.85], [-0.14, -2.62, 6.19], [-1.03, -1.89, 5.76], [1.13, -2.24, 6.46], [1.60, -0.95, 6.02], [2.07, -2.93, 7.33], [-0.31, -3.66, 6.52], [2.41, -1.02, 5.29], [2.04, -0.41, 6.86], [0.86, -0.33, 5.52], [2.99, -3.15, 6.79], [2.20, -2.32, 8.23], [1.74, -3.93, 7.60], [-3.77, 5.04, -4.33], [-3.00, 5.58, -5.09], [-3.33, 4.34, -3.27], [-4.32, 3.82, -2.31], [-1.88, 3.98, -3.05], [-4.86, 5.16, -4.44], [-5.33, 4.18, -2.49], [-4.04, 4.18, -1.32], [-4.18, 2.74, -2.30], [-1.67, 2.92, -3.20], [-1.32, 4.56, -3.78], [-1.62, 4.38, -2.07], [2.37, -2.56, -4.35], [1.16, -2.89, -4.25], [2.90, -1.74, -5.26], [4.34, -1.60, -5.52], [2.02, -1.11, -6.27], [3.14, -3.04, -3.73], [4.64, -0.56, -5.52], [4.58, -2.01, -6.50], [4.91, -2.05, -4.71], [1.24, -0.54, -5.77], [2.47, -0.40, -6.97], [1.52, -1.89, -6.84], [0.50, -5.32, 1.35], [1.48, -4.63, 1.18], [0.20, -5.80, 2.58], [-0.86, -6.74, 2.69], [0.90, -5.55, 3.79], [-0.22, -5.68, 0.60], [-0.43, -7.68, 2.33], [-1.79, -6.65, 2.12], [-1.16, -6.95, 3.71], [1.82, -5.03, 3.52], [0.40, -4.92, 4.53], [1.27, -6.49, 4.22], [7.78, 2.04, -0.99], [8.07, 1.93, 0.20], [6.86, 1.28, -1.63], [6.96, 1.21, -3.09], [6.00, 0.31, -1.01], [8.31, 2.74, -1.65], [7.32, 2.13, -3.54], [5.99, 0.99, -3.54], [7.57, 0.34, -3.34], [6.37, -0.65, -1.36], [6.17, 0.39, 0.06], [4.99, 0.50, -1.36], [-8.31, 0.16, -2.40], [-9.19, -0.69, -2.30], [-8.07, 1.06, -1.43], [-6.86, 1.95, -1.52], [-8.85, 1.10, -0.15], [-7.58, 0.15, -3.22], [-7.26, 2.96, -1.49], [-6.20, 1.73, -2.36], [-6.27, 2.05, -0.61], [-8.23, 0.83, 0.71], [-9.05, 2.15, 0.09], [-9.81, 0.59, -0.16], [-1.78, 0.11, -4.86], [-2.31, -1.26, -4.43], [-3.53, -1.56, -5.03], [-4.88, -0.96, -4.44], [-6.12, -1.37, -5.14], [-4.94, -1.19, -2.82], [-5.14, -2.48, -2.31], [-6.41, -2.64, -1.57], [-4.63, 0.66, -4.64], [-5.17, 1.39, -5.71], [-6.41, 2.19, -5.27], [-2.21, 0.98, -4.37], [-0.74, 0.24, -4.56], [-1.78, 0.27, -5.94], [-1.59, -2.03, -4.69], [-2.44, -1.38, -3.35], [-5.05, -3.19, -3.13], [-4.33, -2.65, -1.60], [-7.31, -2.74, -2.18], [-6.46, -3.40, -0.80], [-6.63, -1.80, -0.90], [-4.32, 2.01, -6.03], [-5.34, 0.66, -6.50], [-6.22, 2.87, -4.44], [-6.68, 2.79, -6.14], [-7.22, 1.53, -4.96], [-7.31, 0.41, 3.52], [-6.82, 1.81, 3.80], [-5.51, 1.94, 3.38], [-4.93, 3.34, 2.63], [-5.43, 3.75, 1.31], [-5.19, 4.40, 3.88], [-6.09, 5.50, 3.73], [-5.31, 6.78, 3.43], [-3.31, 3.15, 2.67], [-2.58, 3.04, 3.86], [-1.32, 3.86, 3.76], [-8.35, 0.25, 3.78], [-7.25, 0.15, 2.47], [-6.81, -0.32, 4.16], [-7.58, 2.43, 3.33], [-6.83, 1.92, 4.89], [-6.89, 5.32, 3.00], [-6.69, 5.58, 4.63], [-4.68, 7.04, 4.28], [-4.61, 6.69, 2.61], [-6.02, 7.59, 3.28], [-3.16, 3.33, 4.74], [-2.44, 1.97, 4.03], [-1.56, 4.91, 3.58], [-0.73, 3.69, 4.66], [-0.77, 3.45, 2.92], [10.73, -4.70, 1.63], [9.50, -5.62, 1.25], [8.61, -5.00, 0.28], [7.64, -3.74, 0.63], [7.63, -3.23, 2.06], [8.10, -2.60, -0.50], [8.98, -1.60, -0.09], [10.29, -1.60, -0.98], [6.20, -4.28, 0.11], [5.20, -3.40, -0.25], [4.73, -2.67, 1.02], [10.36, -3.80, 2.12], [11.36, -5.29, 2.30], [11.27, -4.32, 0.77], [9.82, -6.56, 0.80], [8.92, -5.81, 2.15], [8.52, -0.62, -0.08], [9.35, -1.65, 0.93], [11.06, -0.90, -0.64], [10.79, -2.57, -0.97], [10.13, -1.40, -2.04], [5.40, -2.79, -1.13], [4.37, -3.98, -0.65], [4.01, -1.92, 0.69], [4.31, -3.30, 1.81], [5.46, -2.10, 1.57], [0.90, -1.72, 2.50], [0.36, -0.28, 2.31], [-0.73, -0.25, 1.35], [-0.51, 0.51, -0.04], [-0.14, 1.95, 0.04], [0.62, -0.40, -0.78], [0.96, -0.18, -2.12], [2.50, 0.21, -2.20], [-1.90, 0.23, -0.77], [-3.03, 0.97, -0.58], [-3.65, 0.71, 0.78], [1.30, -2.24, 1.63], [1.70, -1.68, 3.23], [0.09, -2.33, 2.88], [-0.06, -0.02, 3.29], [1.21, 0.36, 2.11], [0.88, -1.13, -2.66], [0.29, 0.46, -2.69], [2.79, 0.57, -3.18], [2.73, 0.93, -1.42], [2.96, -0.75, -1.95], [-2.79, 2.03, -0.63], [-3.78, 0.83, -1.35], [-4.69, 1.04, 0.87], [-3.76, -0.38, 0.84], [-3.07, 0.98, 1.66]],
  "orbital_gap_ev": 9.25
}

Energy values (in a.u.) by entry order: -4348.4897; -5756.5462.
HOMO values (in eV) by entry order: -8.1; -9.0.
Max |F| values (in eV/A) by entry order: 4.2; 4.2.